DFT (the ωB97M-V functional and the def2-TZVPD basis) results for a structure of composition C14H14CoN3O3S.

Element x y z (Å)
1 Co 0.26511 0.01906 -0.00461
2 N -0.42778 0.98618 -1.60869
3 C -0.84521 0.04533 -2.67032
4 C -0.33844 -1.34269 -2.33732
5 O -0.16750 -2.19621 -3.18557
6 N -0.13692 -1.46627 -0.99743
7 C 0.29452 -2.73794 -0.44904
8 C 1.04563 -2.43249 0.82509
9 O 1.59166 -3.28101 1.48947
10 O 1.06583 -1.14302 1.13494
11 H -1.20292 1.55798 -1.28883
12 H 0.29356 1.61627 -1.94160
13 H -0.50231 0.34678 -3.65768
14 H -1.93343 -0.01427 -2.69561
15 H 0.92555 -3.29304 -1.14320
16 H -0.55494 -3.37568 -0.19222
17 C 3.17657 -0.13025 -0.97275
18 C 2.90387 1.08420 -0.13811
19 C 3.96033 1.97299 0.17465
20 C 3.72994 3.06703 0.94749
21 C 2.43825 3.30716 1.46694
22 C 2.12435 4.40076 2.30408
23 C 0.85612 4.52596 2.79894
24 C -0.13547 3.57232 2.49601
25 C 0.13959 2.50034 1.68042
26 S -1.01835 1.24324 1.31703
27 C 1.43659 2.37817 1.14282
28 N 1.68491 1.30708 0.31486
29 H 4.06085 0.01783 -1.58958
30 H 2.33360 -0.38337 -1.61367
31 H 3.34954 -0.98347 -0.31366
32 H 4.94616 1.76100 -0.21546
33 H 4.53226 3.75776 1.17960
34 H 2.89690 5.11856 2.54822
35 H 0.60740 5.35610 3.44711
36 H -1.12609 3.66729 2.92248

Values from the calculation:
Kohn-Sham gap (spin up / spin down)   7.2 / 7.2 eV
Net charge   0
Highest occupied orbital energy (spin up / spin down)   -8.116 / -8.114 eV